46
Properties=species:S:1:pos:R:3 method="wB97M-V/def2-TZVPD" spin_multiplicity=2 total_energy_ev=-85085.661 molar_mass_g_mol=480.4 orbital_gap_ev="7.37 / 7.38" s_squared=0.77 charge=0
Co 0.74 1.58 -0.33
N 1.59 4.15 2.91
C 1.13 3.32 1.95
S 1.99 3.27 0.44
N 0.05 2.63 2.24
N -0.33 1.85 1.21
C -1.41 1.14 1.30
C -2.27 1.09 2.50
C -2.89 2.23 2.99
C -3.71 2.16 4.10
C -3.92 0.94 4.73
C -3.30 -0.20 4.25
C -2.48 -0.13 3.13
C -1.74 0.40 0.07
C -2.89 -0.34 -0.11
C -3.11 -0.95 -1.34
C -2.18 -0.80 -2.35
C -1.05 -0.04 -2.10
N -0.83 0.53 -0.92
H 2.47 4.60 2.79
H 1.15 4.12 3.81
H -2.71 3.18 2.50
H -4.19 3.05 4.47
H -4.56 0.89 5.60
H -3.45 -1.15 4.75
H -1.99 -1.02 2.76
H -3.61 -0.43 0.70
H -4.01 -1.53 -1.50
H -2.32 -1.25 -3.32
H -0.28 0.11 -2.84
O 1.72 -0.34 0.02
C 2.06 -0.23 -1.18
O 1.82 0.84 -1.84
C 2.70 -1.38 -1.89
C 3.07 -2.52 -1.18
C 3.64 -3.60 -1.83
C 3.85 -3.55 -3.20
C 3.46 -2.41 -3.89
C 2.90 -1.32 -3.26
N 3.67 -2.37 -5.35
O 3.24 -1.40 -5.95
O 4.26 -3.29 -5.87
H 2.89 -2.54 -0.11
H 3.93 -4.48 -1.28
H 4.29 -4.38 -3.74
H 2.63 -0.44 -3.82

39
Properties=species:S:1:pos:R:3 method="wB97M-V/def2-TZVPD" total_energy_ev=-29388.924 molar_mass_g_mol=321.3 orbital_gap_ev=3.73 charge=+1
C 0.67 -0.15 -2.06
C -0.28 0.84 -2.19
N -1.05 1.73 -2.22
N 0.49 -1.35 -2.70
C 1.55 -2.21 -2.91
C 1.33 -3.50 -3.35
C 0.03 -3.94 -3.62
C -1.02 -3.03 -3.52
C -0.78 -1.73 -3.12
H 1.65 0.08 -1.65
H 2.52 -1.80 -2.64
H 2.19 -4.15 -3.45
H -0.16 -4.98 -3.88
H -2.05 -3.30 -3.73
H -1.57 -0.99 -3.02
F 1.88 3.59 -1.06
C 1.78 3.35 0.30
C 2.60 4.09 1.15
C 2.50 3.83 2.53
C 1.66 2.85 3.00
C 0.84 2.07 2.13
C 0.08 1.04 2.74
C -0.97 0.21 2.28
C -1.67 -0.54 3.29
C -2.66 -1.44 2.96
C -3.04 -1.65 1.63
C -2.41 -0.87 0.66
F -2.83 -1.02 -0.65
C -1.41 0.04 0.93
C 0.89 2.38 0.74
H 3.29 4.83 0.75
H 3.11 4.41 3.23
H 1.58 2.65 4.07
H 0.31 0.91 3.80
H -1.38 -0.37 4.33
H -3.16 -2.00 3.75
H -3.80 -2.37 1.35
H -0.96 0.62 0.14
H 0.26 1.87 0.02

42
Properties=species:S:1:pos:R:3 method="wB97M-V/def2-TZVPD" total_energy_ev=-34860.323 molar_mass_g_mol=366.3 orbital_gap_ev=4.40 charge=0
O -2.59 1.84 1.53
N -2.68 0.62 1.27
O -3.69 0.11 0.73
C -1.60 -0.25 1.61
C -1.69 -1.61 1.26
C -0.64 -2.47 1.57
C 0.51 -1.99 2.19
C 0.67 -0.62 2.45
C 2.03 -0.19 2.87
N 2.56 0.71 1.79
O 3.64 0.39 1.25
O 1.92 1.75 1.54
C -0.41 0.25 2.20
H -2.60 -1.95 0.75
H -0.73 -3.53 1.31
H 1.34 -2.65 2.45
H 2.69 -1.04 3.03
H -0.33 1.31 2.40
F 6.19 2.09 7.86
C 5.78 1.72 6.60
C 6.70 1.80 5.55
C 6.24 1.42 4.28
C 4.93 1.01 4.07
C 3.94 1.05 5.12
C 2.56 0.89 4.92
C 1.60 1.29 5.86
C 0.33 0.63 5.96
C -0.57 0.94 6.97
C -0.26 1.93 7.92
C 0.92 2.68 7.79
C 1.81 2.40 6.76
C 4.47 1.31 6.43
H 7.72 2.12 5.73
H 6.93 1.47 3.43
H 4.65 0.67 3.08
H 2.11 0.53 3.90
H 0.10 -0.15 5.23
H -1.51 0.40 7.03
H -0.95 2.13 8.74
H 1.14 3.49 8.49
H 2.70 3.01 6.65
H 3.82 1.25 7.30

43
Properties=species:S:1:pos:R:3 method="wB97M-V/def2-TZVPD" total_energy_ev=-36904.969 molar_mass_g_mol=382.3 orbital_gap_ev=6.19 charge=0
C -4.04 -2.60 -0.48
H -4.43 -2.36 0.38
O -2.53 -2.41 -0.50
C -2.02 -1.36 -0.20
C -0.66 -1.56 -0.36
C 0.05 -0.37 0.12
C -0.60 0.80 0.58
C -1.90 1.02 0.34
C -2.73 -0.08 0.07
O -4.02 -0.07 0.26
C -4.78 1.21 -0.27
O -4.33 2.00 -1.03
C -6.14 0.71 -0.14
C -7.17 1.81 -0.37
C -8.38 1.13 -0.04
C -8.05 -0.03 0.86
O -6.62 -0.32 0.72
H -8.58 -0.80 1.34
H -9.26 1.63 -0.08
H -7.11 2.68 -0.86
H -2.42 1.92 0.63
H -0.02 1.88 0.79
C 1.55 -0.29 0.06
N 2.22 0.66 0.44
N 3.63 0.75 -0.02
C 4.59 -0.42 -0.05
O 4.18 -1.78 -0.25
C 5.98 0.13 -0.05
C 6.79 -1.01 0.51
C 8.25 -0.70 0.50
C 8.63 0.70 -0.03
C 7.69 1.52 -0.56
C 6.40 1.27 -0.43
H 5.65 1.82 -0.86
H 8.04 2.44 -0.76
F 9.97 1.11 0.08
H 8.98 -1.37 0.59
H 6.52 -1.92 0.97
H 4.01 1.53 0.48
H 1.83 -1.25 -0.17
H -0.15 -2.41 -0.31
H -4.43 -3.57 -0.57
H -4.59 -2.01 -1.33

42
Properties=species:S:1:pos:R:3 method="wB97M-V/def2-TZVPD" spin_multiplicity=2 total_energy_ev=-43438.525 molar_mass_g_mol=558.0 orbital_gap_ev="4.50 / 7.65" s_squared=0.77 charge=+1
Hg 0.00 -0.01 -0.20
C -2.19 -3.18 -2.44
C -1.25 -3.54 -3.43
C -0.04 -2.92 -3.46
C 0.29 -1.92 -2.51
N -0.64 -1.60 -1.55
C -1.84 -2.22 -1.54
C 1.53 -1.23 -2.50
C 2.58 -1.47 -3.43
C 3.74 -0.76 -3.36
C 3.91 0.22 -2.35
C 2.88 0.41 -1.47
N 1.72 -0.28 -1.52
H -3.16 -3.65 -2.38
H -1.49 -4.30 -4.16
H 0.68 -3.20 -4.22
H -2.52 -1.92 -0.75
H 2.45 -2.21 -4.19
H 4.53 -0.95 -4.07
H 4.81 0.80 -2.26
H 2.96 1.14 -0.67
N -1.38 2.38 3.02
C -0.80 1.42 3.83
C -0.71 1.29 5.21
C -0.04 0.18 5.68
C 0.51 -0.78 4.81
C 0.42 -0.64 3.44
C -0.25 0.48 2.96
N -0.51 0.89 1.66
C -1.18 2.02 1.73
C -1.63 2.75 0.55
C -2.34 3.91 0.48
S -2.60 4.33 -1.15
C -1.75 2.93 -1.64
N -1.31 2.20 -0.66
H -1.86 3.20 3.33
H -1.13 2.02 5.88
H 0.06 0.03 6.75
H 1.03 -1.63 5.22
H 0.85 -1.38 2.77
H -2.71 4.53 1.28
H -1.61 2.68 -2.68